Formula: C80H216N16O24
Source: OMol25
Level of theory: ωB97M-V/def2-TZVPD

XYZ file:
```
336
Properties=species:S:1:pos:R:3:forces:R:3:lowdin_charge:R:1
C 0.762 -2.573 1.413 0.98 0.11 -0.16 -0.03
C 1.736 -2.270 2.511 0.40 0.08 2.23 -0.37
C 1.086 -2.551 3.925 -1.16 0.13 -0.05 -0.16
O 0.857 -3.940 4.153 0.42 -1.63 -0.41 -0.22
C 0.242 -4.347 5.386 0.31 2.10 0.04 -0.09
N 3.014 -2.991 2.402 -0.83 -0.56 -0.39 0.07
H 0.526 -3.631 1.523 -0.51 0.09 -0.45 0.08
H 1.261 -2.367 0.466 -0.15 -0.35 -0.11 0.06
H -0.090 -1.894 1.445 -0.26 -0.46 0.29 0.07
H 2.064 -1.230 2.487 -0.60 0.27 0.19 0.12
H 0.098 -2.098 4.001 -0.21 0.55 -0.34 0.11
H 1.643 -2.095 4.743 0.64 -0.14 0.16 0.10
H 0.117 -5.407 5.603 0.61 -0.12 -0.92 0.09
H -0.752 -3.911 5.488 -0.33 0.17 -0.21 0.07
H 0.830 -3.890 6.182 0.11 -0.19 0.43 0.07
H 3.500 -2.944 3.287 0.18 0.07 0.23 0.04
H 2.769 -3.967 2.319 0.16 -0.47 -0.21 0.09
C -2.028 -4.760 -7.070 -0.28 1.11 -0.81 -0.05
C -1.783 -4.641 -5.587 -0.41 0.47 0.61 -0.43
C -2.865 -3.943 -4.683 -0.53 1.33 -1.73 -0.12
O -3.177 -2.580 -5.140 0.22 -0.26 -0.66 -0.23
C -4.206 -1.893 -4.417 0.78 -1.98 0.95 -0.09
N -1.540 -5.940 -5.016 0.66 -0.13 -0.08 0.05
H -2.834 -5.424 -7.383 -0.23 -0.07 0.40 0.08
H -1.161 -5.058 -7.661 0.30 -0.35 0.51 0.06
H -2.236 -3.772 -7.480 -0.37 0.12 0.02 0.06
H -0.878 -4.055 -5.426 0.30 0.16 -0.22 0.11
H -2.519 -3.859 -3.653 0.10 -0.35 0.16 0.11
H -3.766 -4.552 -4.762 -0.30 -0.05 0.31 0.11
H -4.327 -0.840 -4.673 0.28 -0.36 -0.29 0.07
H -3.908 -2.030 -3.377 -0.09 0.75 0.59 0.07
H -5.145 -2.446 -4.450 -0.35 0.14 -0.54 0.08
H -2.241 -6.628 -5.253 -0.23 0.09 -0.01 0.07
H -1.509 -5.789 -4.018 0.10 -0.73 0.73 0.01
C 3.313 2.190 0.637 -0.15 1.80 0.18 -0.04
C 4.214 3.352 0.087 -0.84 0.43 0.05 -0.35
C 3.650 4.856 0.410 -0.13 -2.32 -0.09 -0.18
O 4.222 5.813 -0.447 0.24 0.02 0.01 -0.18
C 3.720 7.118 -0.189 0.18 -0.47 -0.20 -0.09
N 5.560 3.120 0.578 -0.15 0.35 0.25 0.04
H 3.241 2.289 1.720 0.52 -0.23 0.37 0.05
H 3.681 1.201 0.363 -0.03 0.15 -0.06 0.08
H 2.266 2.355 0.381 -0.06 -0.31 -0.64 0.04
H 4.296 3.243 -0.995 -0.44 0.27 -0.20 0.12
H 3.747 5.092 1.470 0.87 0.07 0.22 0.08
H 2.562 4.816 0.359 -0.46 0.10 -0.81 0.09
H 4.083 7.827 -0.933 0.02 -0.34 -0.25 0.09
H 4.087 7.490 0.767 -0.26 -0.05 0.38 0.09
H 2.632 7.060 -0.231 -0.11 0.40 0.18 0.06
H 5.473 3.393 1.547 0.45 -0.10 0.45 0.02
H 6.157 3.819 0.158 0.31 0.10 -0.16 0.06
C 3.855 -4.949 5.870 -1.23 -0.20 0.03 -0.06
C 5.255 -4.426 5.861 1.02 0.69 -0.25 -0.46
C 5.418 -2.902 5.791 -1.81 -1.09 -0.90 -0.17
O 4.920 -2.593 4.496 0.43 2.07 -0.72 -0.23
C 5.083 -1.201 4.054 0.65 -1.08 -0.12 -0.05
N 5.904 -4.851 7.080 0.49 -1.05 0.51 0.03
H 3.408 -4.796 6.852 -0.10 0.26 0.05 0.08
H 3.792 -6.025 5.706 0.46 -0.20 0.07 0.08
H 3.193 -4.562 5.096 0.15 0.43 -0.02 0.06
H 5.762 -4.873 5.007 0.14 0.30 -0.43 0.14
H 6.454 -2.604 5.955 0.04 0.17 -0.08 0.13
H 4.717 -2.504 6.524 0.37 0.51 0.40 0.12
H 4.740 -1.095 3.024 -0.74 -0.31 0.21 0.07
H 6.136 -0.977 3.888 0.35 0.01 0.68 0.09
H 4.620 -0.474 4.721 -0.09 -0.14 0.13 0.07
H 6.146 -5.807 6.860 -0.07 -0.59 0.72 0.07
H 6.821 -4.443 7.188 0.14 0.48 -0.07 0.07
C -4.231 4.836 -4.441 1.11 1.03 0.12 -0.05
C -4.462 4.626 -2.944 -1.53 -0.78 -1.12 -0.42
C -5.790 5.173 -2.483 -0.28 0.70 0.44 -0.23
O -5.779 6.570 -2.673 -0.54 0.95 0.24 -0.18
C -6.968 7.202 -2.206 0.20 0.15 -0.40 -0.10
N -4.487 3.204 -2.643 0.10 -0.37 0.61 0.06
H -3.293 4.332 -4.674 0.08 -0.03 -0.25 0.06
H -4.078 5.898 -4.631 0.05 0.13 -0.12 0.07
H -4.973 4.513 -5.172 -0.41 -0.35 0.55 0.08
H -3.693 5.120 -2.351 0.19 -0.02 -0.07 0.13
H -5.935 4.887 -1.441 0.15 0.26 0.33 0.09
H -6.694 4.810 -2.973 0.15 -0.67 -0.59 0.13
H -7.097 8.190 -2.648 0.65 0.11 -0.05 0.08
H -6.957 7.325 -1.123 -0.10 -0.22 0.15 0.08
H -7.875 6.698 -2.542 -0.03 -0.59 0.21 0.08
H -5.218 2.766 -3.185 -0.45 0.01 -0.01 0.08
H -3.650 2.788 -3.026 0.23 -0.11 0.11 0.02
C -4.679 -2.622 3.914 -0.81 -2.00 -0.32 -0.07
C -4.008 -1.309 3.771 -0.02 0.18 -0.01 -0.44
C -4.616 -0.420 2.647 1.14 -0.71 0.54 -0.14
O -4.344 -1.098 1.396 -0.43 0.89 0.36 -0.19
C -4.594 -0.240 0.303 -0.62 0.92 -0.10 -0.11
N -4.063 -0.743 5.107 -0.33 1.27 0.16 0.05
H -4.531 -3.320 3.091 0.17 0.11 -0.22 0.07
H -5.757 -2.595 4.074 -0.14 0.57 -0.08 0.09
H -4.321 -3.138 4.805 0.31 -0.01 0.07 0.08
H -2.961 -1.508 3.538 0.30 0.09 -0.69 0.12
H -4.147 0.565 2.652 0.34 0.13 -0.11 0.10
H -5.671 -0.204 2.816 -0.33 -0.44 -0.17 0.12
H -3.983 0.662 0.267 0.98 -0.17 0.15 0.06
H -5.551 0.277 0.369 -0.70 -0.57 0.15 0.06
H -4.554 -0.739 -0.666 0.21 -0.37 0.27 0.09
H -3.596 0.152 5.138 -0.10 0.45 -0.13 0.03
H -3.465 -1.275 5.724 -0.16 -0.52 0.00 0.05
C 1.890 -5.084 -7.589 0.34 0.85 0.30 -0.06
C 2.570 -5.728 -6.342 -2.27 0.91 -0.21 -0.36
C 2.813 -4.648 -5.239 0.14 -0.09 -0.48 -0.19
O 3.488 -3.484 -5.710 0.62 0.11 0.48 -0.22
C 4.907 -3.692 -5.793 -0.65 -0.27 -0.64 -0.08
N 1.557 -6.690 -5.790 1.84 -0.02 -0.08 0.04
H 0.993 -4.549 -7.276 -0.13 0.03 0.31 0.06
H 1.535 -5.775 -8.353 0.36 -0.40 0.14 0.08
H 2.485 -4.313 -8.079 0.33 -0.14 -0.09 0.05
H 3.497 -6.201 -6.666 -0.08 -0.35 0.38 0.12
H 3.317 -5.068 -4.368 0.42 -0.30 -0.07 0.10
H 1.875 -4.289 -4.815 -0.40 -0.03 -0.40 0.11
H 5.013 -4.585 -6.409 0.69 -0.18 0.19 0.08
H 5.405 -3.775 -4.827 -0.27 -0.31 0.23 0.08
H 5.411 -2.878 -6.314 -0.46 0.21 -0.07 0.08
H 1.320 -7.298 -6.561 -0.16 -0.33 0.07 0.06
H 0.704 -6.197 -5.566 -0.36 0.18 0.10 0.02
C 7.573 6.444 4.450 0.42 0.82 0.59 -0.07
C 6.962 5.158 3.911 0.82 0.35 -1.16 -0.42
C 5.448 5.273 3.799 -0.28 -1.48 0.75 -0.16
O 4.828 4.029 3.346 0.67 0.97 -0.11 -0.26
C 4.996 2.919 4.190 -0.39 -0.68 0.37 -0.11
N 7.639 4.768 2.647 -0.30 -0.09 0.50 0.06
H 8.585 6.370 4.848 0.25 -0.65 -0.53 0.08
H 7.100 6.884 5.327 -0.80 -0.22 -0.06 0.07
H 7.616 7.245 3.711 -0.16 -0.12 -0.26 0.08
H 7.232 4.335 4.573 -0.31 0.09 0.32 0.13
H 5.042 6.056 3.159 0.43 -0.02 -0.25 0.12
H 5.106 5.477 4.814 -0.40 0.09 0.20 0.12
H 5.595 3.134 5.075 -0.25 0.09 0.17 0.09
H 5.438 2.038 3.725 0.56 0.29 -0.65 0.09
H 4.012 2.525 4.444 -0.18 0.30 0.54 0.06
H 7.303 5.297 1.854 -0.07 0.51 -0.04 0.07
H 7.328 3.830 2.436 0.19 -0.34 -0.07 0.05
C -1.616 -8.194 -2.137 0.04 -0.45 -0.64 -0.06
C -0.836 -7.048 -1.558 0.41 -0.06 0.58 -0.42
C 0.672 -7.133 -1.884 -1.05 0.92 0.00 -0.16
O 1.327 -6.166 -1.069 -2.01 -0.78 1.20 -0.20
C 2.685 -6.150 -1.188 0.99 -0.13 -0.81 -0.13
N -1.353 -5.782 -2.018 0.59 0.68 -0.80 0.06
H -1.484 -8.191 -3.219 -0.22 -0.01 -0.20 0.07
H -2.677 -8.130 -1.898 -0.02 0.14 -0.05 0.07
H -1.268 -9.170 -1.797 0.11 0.04 0.23 0.08
H -0.980 -7.066 -0.478 0.49 -0.36 0.43 0.13
H 0.854 -6.824 -2.913 -0.20 -0.24 -0.46 0.11
H 1.015 -8.163 -1.780 0.41 -0.02 0.47 0.13
H 2.884 -5.622 -2.120 0.85 0.31 -0.10 0.07
H 3.086 -7.157 -1.304 0.21 -0.22 0.13 0.09
H 3.146 -5.676 -0.321 -0.11 0.11 -0.15 0.08
H -2.255 -5.543 -1.631 -0.48 -0.21 0.22 0.04
H -0.717 -5.072 -1.685 0.12 0.31 0.04 0.06
C 2.704 3.050 7.458 0.80 -0.29 1.03 -0.03
C 3.326 2.085 8.521 -0.56 -0.69 0.14 -0.42
C 4.224 0.950 8.018 -0.13 0.42 -0.32 -0.24
O 3.602 0.084 7.158 -0.94 -0.90 -2.41 -0.21
C 2.663 -0.830 7.702 0.50 0.61 0.23 -0.07
N 4.087 2.758 9.542 0.88 1.22 0.34 0.03
H 3.441 3.494 6.788 0.04 -0.17 -0.15 0.06
H 2.283 3.865 8.047 -0.13 0.06 -0.10 0.08
H 1.896 2.564 6.913 0.18 -0.07 -0.17 0.06
H 2.432 1.683 8.999 0.06 -0.36 0.22 0.13
H 4.754 0.372 8.775 -0.39 0.07 0.93 0.13
H 5.058 1.388 7.469 0.03 0.30 -0.39 0.12
H 1.783 -0.319 8.093 0.13 0.11 0.54 0.06
H 3.242 -1.376 8.446 -0.66 -0.50 0.36 0.10
H 2.241 -1.479 6.934 0.60 -0.08 -0.24 0.07
H 4.235 2.241 10.397 -0.80 -0.39 0.16 0.08
H 5.043 2.780 9.215 0.38 0.65 -0.30 0.06
C 0.639 3.948 -1.783 0.52 1.00 -2.43 -0.05
C -0.786 3.643 -2.324 0.82 -2.59 1.90 -0.34
C -0.854 2.379 -3.270 1.25 1.96 -0.76 -0.17
O -2.175 2.040 -3.649 -0.20 0.20 0.15 -0.24
C -2.221 1.168 -4.770 0.46 0.19 0.09 -0.07
N -1.437 3.259 -1.088 -1.92 -0.09 0.77 0.05
H 1.244 3.121 -1.411 -0.66 -0.30 0.21 0.06
H 0.657 4.791 -1.093 -0.46 -0.29 0.32 0.06
H 1.221 4.331 -2.621 0.38 0.02 -0.26 0.08
H -1.290 4.520 -2.730 0.20 -0.07 -0.31 0.13
H -0.316 1.496 -2.923 -0.04 0.09 0.66 0.10
H -0.227 2.724 -4.092 -0.30 -0.33 -0.94 0.11
H -3.212 0.821 -5.063 -0.28 0.45 0.68 0.07
H -1.651 0.279 -4.500 0.30 -0.11 -0.56 0.08
H -1.855 1.723 -5.634 0.50 -0.35 -0.19 0.10
H -1.053 2.368 -0.807 0.91 -0.06 0.42 0.03
H -2.359 2.931 -1.338 -0.84 0.36 0.06 0.03
C -1.047 5.438 6.816 0.10 0.66 -1.09 -0.04
C -1.455 5.232 5.355 1.73 -0.15 -0.38 -0.39
C -0.305 4.687 4.401 -1.29 -0.59 0.45 -0.18
O 0.805 5.525 4.253 0.17 0.18 0.42 -0.16
C 1.983 4.842 3.855 -0.14 0.00 0.56 -0.09
N -2.536 4.299 5.316 -0.71 -1.13 -0.24 0.05
H -0.234 6.164 6.797 0.04 -0.01 0.53 0.08
H -0.760 4.525 7.337 0.04 -0.07 -0.22 0.07
H -1.935 5.859 7.288 0.20 0.13 0.38 0.08
H -1.763 6.172 4.897 0.12 0.49 0.30 0.12
H -0.716 4.431 3.424 -0.47 0.67 -0.53 0.10
H -0.092 3.657 4.688 0.76 -0.09 0.96 0.09
H 2.313 4.166 4.644 -0.07 -0.24 0.21 0.07
H 2.804 5.548 3.734 -0.42 0.18 -0.27 0.08
H 1.830 4.240 2.959 0.00 0.12 -0.32 0.08
H -3.308 4.568 5.909 0.25 0.13 0.93 0.10
H -3.019 4.451 4.442 0.13 -0.31 -0.45 0.02
C 4.543 -0.779 -11.495 -0.27 -1.50 0.47 -0.08
O 4.275 -0.687 -10.064 -0.01 1.40 -1.67 -0.19
C 3.254 -1.549 -9.633 1.11 -1.07 2.65 -0.20
C 3.157 -1.400 -8.054 -0.49 -0.99 -2.09 -0.22
N 2.597 -0.156 -7.709 -0.55 1.36 1.86 -0.08
C 2.574 -0.027 -6.218 -0.15 2.25 -0.20 -0.14
C 1.913 1.342 -5.766 -0.84 -0.87 0.50 -0.15
O 1.985 1.581 -4.327 0.25 -0.84 -1.48 -0.21
C 3.293 1.596 -3.823 0.28 0.13 1.43 -0.12
H 3.657 -1.083 -12.052 -0.33 0.04 0.20 0.08
H 5.251 -1.599 -11.612 0.18 -0.08 -0.15 0.08
H 4.943 0.064 -12.058 0.02 0.61 1.08 0.08
H 3.629 -2.572 -9.634 -0.04 -0.51 -0.90 0.11
H 2.306 -1.495 -10.167 -0.04 0.41 0.07 0.13
H 4.135 -1.534 -7.592 0.37 -0.21 -0.26 0.11
H 2.515 -2.187 -7.656 0.03 -0.14 -0.16 0.10
H 3.248 0.530 -8.064 -0.13 0.54 -0.07 0.13
H 3.595 -0.001 -5.839 0.16 -0.36 0.05 0.10
H 2.043 -0.848 -5.735 -0.04 -0.09 -0.27 0.12
H 0.843 1.327 -5.974 -0.19 -0.48 0.15 0.09
H 2.170 2.230 -6.343 1.09 0.01 0.02 0.12
H 3.828 2.497 -4.120 0.26 -0.09 -0.21 0.10
H 3.896 0.691 -3.893 -0.02 -0.18 -1.14 0.07
H 3.236 1.581 -2.734 -0.49 0.68 0.26 0.07
C 0.583 -2.837 -2.668 0.13 0.03 0.63 -0.08
O -0.043 -2.225 -1.541 0.48 -0.81 -0.23 -0.20
C -0.331 -0.890 -1.819 -1.74 0.20 0.71 -0.21
C -1.177 -0.256 -0.664 1.89 -0.29 -0.59 -0.16
N -0.300 0.419 0.292 -0.75 1.34 -0.05 -0.04
C -1.061 0.859 1.456 0.48 -0.50 1.04 -0.18
C -0.182 1.525 2.525 -0.45 -0.20 -1.59 -0.20
O 0.571 0.512 3.145 0.60 -0.20 0.41 -0.18
C 1.397 1.066 4.156 -1.10 0.99 0.26 -0.08
H -0.108 -3.069 -3.478 -0.40 -0.02 0.03 0.07
H 1.041 -3.753 -2.296 0.06 -0.04 -0.17 0.08
H 1.338 -2.172 -3.089 0.32 0.04 0.03 0.09
H -0.959 -0.908 -2.709 -0.06 0.43 -0.41 0.11
H 0.582 -0.326 -2.011 0.12 0.26 0.02 0.12
H -1.790 -0.997 -0.150 -0.21 -0.42 -0.23 0.11
H -1.835 0.484 -1.119 -0.15 0.06 0.10 0.10
H 0.509 -0.100 0.601 -0.08 -0.34 -0.20 0.09
H -1.499 -0.005 1.954 -0.30 -0.42 0.25 0.11
H -1.933 1.469 1.220 0.24 0.40 -0.50 0.10
H -0.799 2.122 3.196 -0.05 -0.26 0.48 0.10
H 0.490 2.203 1.998 0.26 0.36 0.02 0.11
H 0.717 1.499 4.890 -0.11 -0.20 0.65 0.06
H 1.890 1.974 3.807 0.67 -0.22 -0.41 0.06
H 2.074 0.382 4.668 -0.08 -0.27 -0.51 0.08
C -6.086 -6.536 -5.125 0.13 0.08 0.49 -0.09
O -6.042 -5.774 -3.925 -1.03 0.27 -0.92 -0.21
C -5.227 -6.212 -2.875 0.42 0.64 -0.41 -0.22
C -5.206 -5.058 -1.880 -0.17 1.01 0.49 -0.19
N -4.067 -5.055 -0.961 -0.50 -0.55 0.26 -0.06
C -3.931 -3.830 -0.167 -0.47 -0.22 -0.62 -0.20
C -2.865 -3.902 0.859 1.67 0.90 0.68 -0.25
O -2.854 -5.028 1.689 -0.80 -1.15 0.49 -0.16
C -1.766 -5.115 2.579 0.43 -0.05 0.46 -0.11
H -6.671 -5.987 -5.863 -0.04 0.11 0.23 0.09
H -6.547 -7.514 -4.982 -0.06 -0.15 0.14 0.08
H -5.092 -6.683 -5.548 0.30 -0.03 0.05 0.07
H -4.246 -6.426 -3.301 0.46 -0.07 0.34 0.10
H -5.616 -7.106 -2.388 -0.07 -0.30 -0.02 0.12
H -6.146 -5.065 -1.329 -0.32 -0.31 0.29 0.12
H -5.268 -4.057 -2.309 0.36 -0.21 -0.92 0.11
H -4.336 -5.776 -0.307 0.65 -0.32 0.48 0.12
H -4.865 -3.469 0.264 -0.35 -0.17 0.11 0.12
H -3.558 -3.026 -0.802 -0.25 0.13 -0.39 0.11
H -2.945 -2.979 1.435 -0.19 0.10 0.38 0.10
H -1.899 -3.770 0.374 0.40 -0.47 -0.31 0.11
H -0.845 -5.412 2.078 0.25 0.72 -0.34 0.09
H -1.808 -5.877 3.357 -1.20 -0.67 -0.37 0.09
H -1.673 -4.250 3.236 0.32 0.73 -0.62 0.07
C -3.554 6.342 2.732 1.16 0.46 -0.55 -0.07
O -3.701 4.978 3.062 -1.37 0.15 0.55 -0.24
C -3.187 3.961 2.218 -0.64 0.87 -1.52 -0.18
C -4.195 3.748 1.067 0.68 -0.98 0.05 -0.19
N -5.357 3.000 1.530 0.42 -0.03 0.09 -0.05
C -6.408 2.960 0.529 -0.52 -0.34 0.67 -0.22
C -7.610 2.249 1.113 -0.70 -0.11 -0.34 -0.22
O -8.664 2.208 0.121 -0.05 -0.34 0.86 -0.18
C -9.890 1.591 0.564 0.36 0.14 -0.74 -0.10
H -4.182 7.007 3.324 -0.26 -0.60 0.25 0.10
H -3.710 6.621 1.690 -0.36 -0.51 -0.27 0.09
H -2.524 6.644 2.921 0.26 0.08 0.09 0.07
H -3.072 3.030 2.773 -0.32 0.08 0.36 0.11
H -2.181 4.251 1.914 0.01 -0.01 -0.64 0.11
H -3.729 3.148 0.286 0.16 0.01 -0.09 0.08
H -4.506 4.666 0.568 0.25 0.53 0.13 0.11
H -5.662 3.380 2.414 -0.34 0.18 0.02 0.11
H -6.058 2.365 -0.314 0.09 0.35 -0.27 0.11
H -6.740 3.948 0.210 0.13 0.20 -0.29 0.11
H -7.961 2.734 2.024 -0.16 0.36 0.10 0.12
H -7.267 1.267 1.439 -0.31 -0.48 -0.21 0.10
H -10.490 1.336 -0.309 0.49 -0.25 -0.37 0.08
H -10.592 2.251 1.073 0.54 0.35 0.72 0.08
H -9.690 0.677 1.123 -0.05 0.06 0.19 0.08
C 4.424 -2.453 -2.081 -0.29 -0.49 0.84 -0.07
C 3.973 -2.882 -0.699 0.51 0.37 1.41 -0.31
O 4.488 -1.939 0.287 -0.10 0.12 -1.94 -0.11
H 4.016 -3.198 -2.764 0.22 0.10 -0.39 0.05
H 5.514 -2.433 -2.093 -0.05 0.10 -0.31 0.08
H 4.002 -1.475 -2.309 0.14 0.03 -0.10 0.07
H 4.303 -3.877 -0.401 0.68 -0.15 -0.36 0.09
H 2.895 -3.044 -0.668 -0.40 0.75 0.08 0.08
H 4.120 -2.136 1.152 -0.61 -0.76 0.40 -0.01
C -1.118 -0.230 7.018 -0.83 -0.07 0.04 -0.07
C -1.503 1.265 6.839 -0.14 -0.74 -0.99 -0.25
O -2.330 1.474 5.665 0.91 -1.39 0.81 -0.13
H -0.769 -0.735 6.118 0.34 0.53 -0.30 0.06
H -1.954 -0.864 7.314 -0.44 0.30 0.12 0.06
H -0.396 -0.408 7.814 0.19 0.44 -0.05 0.05
H -0.574 1.819 6.704 0.08 0.26 0.17 0.07
H -2.051 1.651 7.698 0.20 -0.10 0.25 0.11
H -2.309 2.411 5.454 -0.10 1.12 0.05 0.01
C -2.318 -0.738 -7.735 0.69 0.88 -0.19 -0.07
C -0.797 -0.815 -7.503 0.20 0.14 -0.28 -0.31
O -0.085 0.042 -8.396 -1.71 -0.15 -0.49 -0.10
H -2.639 0.279 -7.511 -0.16 0.05 0.41 0.06
H -2.896 -1.466 -7.165 0.23 0.08 0.05 0.05
H -2.563 -0.799 -8.795 0.27 -0.49 -0.13 0.08
H -0.458 -1.846 -7.602 0.03 -0.33 -0.21 0.10
H -0.472 -0.505 -6.510 -0.60 -0.11 0.55 0.08
H 0.854 -0.025 -8.204 0.90 -0.04 0.16 0.00
C 0.394 7.388 1.450 0.36 -0.20 0.32 -0.08
C -0.527 7.374 0.250 0.35 0.05 0.41 -0.32
O -1.320 8.550 0.339 -0.14 0.04 -0.25 -0.07
H 1.008 8.285 1.536 -0.36 0.39 -0.26 0.08
H 1.156 6.609 1.434 -0.33 -0.46 -0.08 0.05
H -0.183 7.293 2.370 0.08 -0.04 0.03 0.06
H -1.173 6.496 0.258 -0.01 -0.28 0.12 0.10
H 0.038 7.335 -0.681 0.14 0.17 -0.21 0.10
H -1.936 8.516 -0.396 -0.17 0.21 -0.05 0.08
```
Forces are in eV/Å.

## Properties
HOMO (eV): -8.61
Orbital gap (eV): 9.1
E (Ha): -5858.90920